[1]
Molecular formula: C19H20N2OS2
Method: DFT, ωB97M-V/def2-TZVPD

Properties
* maximum force: 1.21 eV/A
* SMILES string: CC(C)(C)C(=O)CSc1nc2c(c(-c3cccs3)c1C#N)CCC2
* gap between HOMO and LUMO: 8.4 eV
* relative energy (zero: lowest compared OMol25 entry of this formula, charge and spin): 0.0 kJ/mol
* LUMO level: -0.2 eV

The geometry in ORCA input format:
```
! wB97M-V def2-TZVPD RIJCOSX def2/J DEFGRID3
* xyz 0 1
C 0.72888 -3.99212 -0.72554
H 1.50306 -4.73470 -0.90699
H 0.79907 -3.23136 -1.49920
H -0.23599 -4.48422 -0.81053
C 0.94618 -3.37441 0.65698
C 2.33670 -2.73803 0.71156
H 2.49454 -2.25005 1.67004
H 2.43495 -1.99103 -0.07301
H 3.10296 -3.49563 0.56983
C -0.09264 -2.31606 1.00361
O 0.20064 -1.26006 1.51323
C -1.53943 -2.60928 0.67363
H -1.78668 -3.66350 0.60581
H -2.21374 -2.07861 1.34475
S -1.77258 -1.90244 -1.00011
C -1.47864 -0.20798 -0.55212
N -2.27558 0.29171 0.37239
C -2.05736 1.53792 0.73333
C -1.07298 2.36156 0.18045
C -0.23139 1.85757 -0.80505
C -0.44207 0.50221 -1.16356
C 0.43369 -0.20882 -2.00601
N 1.15475 -0.85431 -2.62387
C 0.80626 2.63320 -1.44888
C 1.29306 2.49281 -2.72259
C 2.31125 3.41284 -3.03222
C 2.59992 4.24309 -1.99557
S 1.62144 3.93215 -0.62440
H 3.33052 5.02623 -1.95076
H 2.80796 3.45150 -3.98465
H 0.91959 1.76973 -3.42452
C -1.12572 3.71566 0.81566
H -1.01979 4.52544 0.09334
H -0.31319 3.80811 1.54145
C -2.49487 3.73258 1.51838
H -2.47862 4.32645 2.43000
H -3.24184 4.16022 0.84774
C -2.83275 2.25966 1.78691
H -3.89816 2.04197 1.73455
H -2.47214 1.93979 2.76781
C 0.82896 -4.45564 1.74390
H 0.96990 -4.02055 2.73118
H -0.14338 -4.94230 1.71548
H 1.59523 -5.21132 1.58758
*
```

***

[2]
Molecular formula: C19H20N9O4STi
Method: DFT, ωB97M-V/def2-TZVPD

Properties
* maximum force: 0.73 eV/A
* gap between HOMO and LUMO: 5.8 eV
* relative energy (zero: lowest compared OMol25 entry of this formula, charge and spin): 0.0 kJ/mol
* LUMO level: -11.3 eV

The geometry in ORCA input format:
```
! wB97M-V def2-TZVPD RIJCOSX def2/J DEFGRID3
* xyz 3 1
Ti -1.19518 -0.00649 -1.06943
N -0.42749 3.56297 0.14710
N -1.76500 3.92277 0.31776
C -2.74674 3.23401 -0.24828
N -3.97649 3.70397 -0.18020
N -2.39527 2.02689 -0.84098
N -3.28253 1.46995 -1.66042
O -2.81794 0.32498 -2.05674
O -4.33266 1.85887 -2.03423
H 0.02722 3.54806 1.05400
H 0.03022 4.26446 -0.42939
H -1.99685 4.79542 0.78025
H -4.15607 4.61378 0.22452
H -4.75011 3.26362 -0.65205
O 6.21958 2.06671 -0.62416
C 5.62572 0.96244 -0.16538
O 6.21346 -0.06450 -0.01426
C 4.13513 1.00792 0.09844
C 3.24893 1.71038 -0.70943
C 1.87979 1.57111 -0.53484
C 1.40559 0.74626 0.47794
C 2.29123 0.04742 1.30314
C 3.65112 0.17820 1.10631
N -0.00726 0.48891 0.60372
C -0.52495 0.17112 1.73262
C -1.84826 -0.45702 1.77839
C -2.49963 -0.78779 2.95127
C -3.72771 -1.44256 2.86516
C -4.24993 -1.74313 1.61804
C -3.54115 -1.38192 0.47907
N -2.36444 -0.75253 0.55867
H 5.67648 2.85918 -0.53588
H 3.61850 2.32832 -1.51871
H 1.19221 2.08563 -1.18974
H 1.92398 -0.64738 2.04818
H 4.35589 -0.39404 1.69510
H 0.04127 0.29376 2.65375
H -2.05816 -0.55045 3.91049
H -4.26104 -1.71895 3.76555
H -5.19435 -2.25968 1.51237
H -3.91650 -1.61120 -0.51115
C 2.77635 -4.51760 -2.07473
C 1.68452 -3.61061 -1.65963
C 0.88023 -3.85508 -0.52326
C -0.09764 -2.95235 -0.19905
N -0.28049 -1.86740 -0.98052
C 0.51921 -1.72130 -2.05336
S 0.05116 -0.25663 -2.93378
N 1.47789 -2.51384 -2.41512
H 2.82465 -5.41850 -1.47015
H 3.72662 -3.97993 -2.00715
H 2.64947 -4.77619 -3.12784
H 1.03166 -4.73967 0.07845
H -0.74427 -3.08036 0.65962
*
```

***

[3]
Molecular formula: C19H21Br2FKN5S
Method: DFT, ωB97M-V/def2-TZVPD

Properties
* maximum force: 1.81 eV/A
* gap between HOMO and LUMO: 3.4 eV
* LUMO level: 4.1 eV

The geometry in ORCA input format:
```
! wB97M-V def2-TZVPD RIJCOSX def2/J DEFGRID3
* xyz -2 1
K 0.60035 1.89574 0.27999
C -4.65137 1.67328 3.08120
C -4.30020 0.20046 3.29682
N -2.88275 -0.06315 3.45660
C -1.96484 0.15636 2.44368
S -0.32084 0.07858 2.91327
N -2.52436 0.38224 1.26807
N -1.71608 0.34446 0.18076
C -2.27608 0.57850 -0.95336
C -3.72873 0.96073 -1.09186
C -1.47389 0.36651 -2.17696
C -2.08446 0.36810 -3.43655
C -1.33936 0.04529 -4.55662
C 0.00250 -0.26454 -4.40745
C 0.54224 -0.17349 -3.13189
N -0.15883 0.13671 -2.05286
H -5.72168 1.78146 2.88152
H -4.09364 2.05210 2.22740
H -4.39901 2.27301 3.95910
H -4.63620 -0.36866 2.42900
H -4.80550 -0.17699 4.18992
H -2.48374 0.05688 4.37184
H -4.13941 1.12611 -0.10114
H -4.29698 0.15973 -1.57535
H -3.82955 1.87419 -1.68268
H -3.13389 0.60396 -3.54101
H -1.80364 0.02771 -5.53604
H 0.61306 -0.55756 -5.25106
H 1.59849 -0.36313 -2.96437
Br 4.91726 2.59173 -0.59419
C 5.06447 2.07708 1.36683
Br 3.75548 2.80085 2.51617
H 6.04489 2.45642 1.61014
H 4.99547 0.99816 1.31481
F 6.35680 -2.71061 0.78612
C 4.99427 -2.63613 0.47865
C 4.07928 -2.39464 1.49628
C 2.73000 -2.34167 1.21325
C 2.21767 -2.53174 -0.12898
C 0.86616 -2.53584 -0.40842
C 3.23427 -2.73326 -1.14032
C 4.58247 -2.79276 -0.83258
H 4.45096 -2.22814 2.50327
H 2.01774 -2.13798 2.00487
H 0.13588 -2.34970 0.36858
H 0.50490 -2.63853 -1.42538
H 2.91165 -2.84771 -2.17084
H 5.32405 -2.96365 -1.60702
N 0.01072 5.38684 -1.18904
C 0.21401 4.35669 -0.68218
*
```

***

[4]
Molecular formula: C19H21ClN6O2S
Method: DFT, ωB97M-V/def2-TZVPD

Properties
* maximum force: 4.72 eV/A
* SMILES string: C[C@@H]1Cc2ncnc(N3CCS(=O)(=O)CC3)c2CN1c1cc(Cl)[nH]c2nccc1-2
* gap between HOMO and LUMO: 8.2 eV
* relative energy (zero: lowest compared OMol25 entry of this formula, charge and spin): 0.0 kJ/mol
* LUMO level: -0.3 eV

The geometry in ORCA input format:
```
! wB97M-V def2-TZVPD RIJCOSX def2/J DEFGRID3
* xyz 0 1
O 1.12711 -3.32612 1.47750
O -0.38271 -5.19951 1.52015
Cl 4.92402 -0.37366 -2.15478
N 0.44571 -1.99537 -4.13713
N -3.76684 -0.16242 0.21940
N -3.60540 2.04723 -0.58035
C 1.16512 -1.19049 -3.39284
C -0.87254 -1.58656 -3.87479
C -0.94780 -0.47590 -3.05214
C 2.51395 0.68909 -1.75992
C 0.43556 -0.16192 -2.69628
C 3.22147 -0.28968 -2.38890
C 1.04437 0.74763 -1.88044
C -4.29461 0.98583 -0.19611
C -2.43178 -0.15301 0.33639
C -2.27804 2.03292 -0.44103
C -1.63834 0.93249 0.06571
N 2.55353 -1.18753 -3.24972
N -1.87862 -1.36084 0.74990
N 0.35089 1.59751 -1.05716
C -0.15609 0.96254 0.15586
C -2.24769 -2.53835 -0.01090
C -1.40103 -1.44965 2.13855
C 0.73057 3.91322 -1.61833
C -1.49961 3.25779 -0.82312
C -0.94058 -3.26321 -0.26488
C -1.29964 -2.90383 2.55727
C -0.28152 2.79278 -1.62819
S -0.28712 -3.75221 1.34913
H -1.72167 -2.05939 -4.32314
H -1.92481 -0.04612 -2.79019
H 3.03915 1.39899 -1.13306
H -5.35554 0.98687 -0.26743
H 3.00062 -1.98843 -3.69589
H 0.25497 -0.05414 0.25888
H 0.14616 1.58075 0.99568
H -2.99731 -3.18779 0.48694
H -2.67153 -2.26430 -0.97926
H -2.08863 -0.92211 2.80875
H -0.43428 -0.94118 2.24368
H 0.25555 4.83099 -1.95286
H 1.58494 3.73990 -2.27090
H 1.11151 4.06324 -0.62700
H -1.16325 3.74566 0.11876
H -2.12751 3.98395 -1.39452
H -1.13610 -4.15111 -0.89152
H -0.24100 -2.61242 -0.71802
H -0.82484 -2.95115 3.54224
H -2.23158 -3.44581 2.62476
H -0.60622 2.58295 -2.64855
*
```